Here is C29H35Cl3N5OSSeSi2V as an isolated structure in a non-equilibrium geometry from OMol25. Energies are from the ωB97M-V functional and the def2-TZVPD basis.

Each line ends with the Mulliken spin population.
Cartesian coordinates (Å):
1 V 0.176 0.333 0.910  2.77
2 C -3.328 -1.245 2.790  0.00
3 Si -2.556 -1.466 1.064  0.00
4 C -3.954 -2.018 -0.101  0.00
5 C -1.350 -2.926 1.170  0.02
6 N -1.647 -0.111 0.525  0.04
7 C -2.194 1.119 0.189  -0.03
8 C -3.545 1.455 0.318  0.01
9 C -4.032 2.685 -0.114  0.00
10 C -3.165 3.617 -0.657  0.01
11 C -1.808 3.325 -0.765  0.01
12 C -1.291 2.089 -0.363  0.00
13 N 0.027 1.690 -0.465  0.05
14 Si 1.373 2.414 -1.245  0.00
15 C 1.201 4.090 -2.125  0.00
16 C 1.984 1.178 -2.561  -0.01
17 C 2.783 2.664 -0.003  0.02
18 H -3.722 -2.193 3.168  0.00
19 H -4.138 -0.513 2.788  0.00
20 H -2.575 -0.888 3.495  0.00
21 H -4.369 -2.976 0.223  0.00
22 H -3.577 -2.145 -1.119  0.00
23 H -4.773 -1.299 -0.141  0.00
24 H -1.805 -3.751 1.726  0.00
25 H -0.432 -2.629 1.681  -0.01
26 H -1.090 -3.293 0.174  -0.01
27 H -4.227 0.742 0.766  0.00
28 H -5.089 2.909 -0.024  0.00
29 H -3.543 4.576 -0.995  0.00
30 H -1.127 4.066 -1.160  0.00
31 H 0.418 4.087 -2.886  0.00
32 H 2.148 4.330 -2.617  0.00
33 H 0.983 4.893 -1.417  0.00
34 H 1.325 1.161 -3.433  0.00
35 H 2.015 0.174 -2.132  0.03
36 H 2.992 1.427 -2.911  0.00
37 H 2.414 2.769 1.015  0.00
38 H 3.370 3.555 -0.240  0.00
39 H 3.464 1.808 -0.016  0.00
40 Se 0.234 -0.166 3.417  0.03
41 C 1.430 1.165 3.291  -0.01
42 N 2.232 2.004 3.226  0.01
43 Cl 6.905 -7.435 -5.243  0.00
44 C 5.902 -6.209 -4.535  0.00
45 C 4.530 -6.264 -4.713  0.00
46 C 3.741 -5.285 -4.127  0.00
47 C 4.296 -4.259 -3.375  0.00
48 C 3.404 -3.227 -2.707  0.01
49 C 3.091 -3.682 -1.275  0.00
50 N 2.743 -2.559 -0.444  0.02
51 C 3.579 -1.893 0.417  -0.05
52 C 2.863 -0.854 0.923  0.12
53 N 1.592 -0.867 0.377  -0.18
54 C 1.558 -1.904 -0.441  0.16
55 O 2.147 -3.055 -3.341  0.00
56 C 2.039 -2.059 -4.372  0.00
57 C 2.982 -2.187 -5.533  0.00
58 C 4.136 -1.470 -5.678  0.00
59 Cl 4.722 -0.234 -4.643  0.00
60 S 4.996 -1.873 -7.120  0.00
61 C 3.777 -3.004 -7.561  0.00
62 C 2.787 -3.061 -6.637  0.00
63 C 5.679 -4.239 -3.216  0.00
64 Cl 6.441 -3.031 -2.232  0.00
65 C 6.493 -5.203 -3.796  0.00
66 H 4.087 -7.062 -5.291  0.00
67 H 2.668 -5.313 -4.256  0.00
68 H 3.921 -2.265 -2.639  0.00
69 H 3.959 -4.183 -0.849  0.00
70 H 2.252 -4.380 -1.313  0.00
71 H 4.585 -2.223 0.609  0.00
72 H 3.164 -0.111 1.644  0.01
73 H 0.720 -2.184 -1.055  -0.05
74 H 2.143 -1.064 -3.928  0.00
75 H 1.015 -2.170 -4.726  0.00
76 H 3.875 -3.555 -8.482  0.00
77 H 1.925 -3.709 -6.726  0.00
78 H 7.564 -5.168 -3.660  0.00

Net charge = -1
ΔE to the lowest compared entry with this formula, charge and spin = 31.3 kcal per mole
Orbital gap (alpha / beta) = 3.91 / 5.11 eV
Multiplicity = 4
Maximum force = 2.32 eV/A
Highest occupied orbital energy (alpha / beta) = -2.27 / -3.47 eV
Expectation value of S² = 3.77